one) 12
Properties=species:S:1:pos:R:3:mulliken_charge:R:1 method="wB97M-V/def2-TZVPD" multiplicity=1 lumo_ha=0.0189 homo_lumo_gap_ev=10.20 homo_ev=-9.681 total_charge=0
C -1.33 0.40 -0.27 -0.41
C -1.66 -0.44 -1.20 0.05
C 1.63 0.38 0.40 -0.92
C 0.38 -0.18 0.95 -0.34
F -2.52 -0.16 -2.25 -0.24
Br 0.19 -2.16 1.14 -0.13
H -1.63 1.39 -0.15 0.34
H -1.05 -1.29 -1.25 0.25
H 1.90 1.35 0.79 0.34
H 1.60 0.51 -0.63 0.29
H 2.50 -0.17 0.65 0.37
H -0.02 0.36 1.83 0.39

=====

two) 12
Properties=species:S:1:pos:R:3:mulliken_charge:R:1 method="wB97M-V/def2-TZVPD" multiplicity=1 lumo_ha=-0.0145 homo_lumo_gap_ev=8.04 homo_ev=-8.434 total_charge=0
C -1.09 -0.76 0.41 0.06
C 1.20 0.82 -0.37 -0.17
C -1.47 -1.80 -0.60 -0.73
C 1.52 1.89 0.48 -0.62
F -2.07 0.12 0.51 -0.18
Br 2.15 -0.77 0.01 -0.09
H -1.30 -2.78 -0.19 0.29
H -2.43 -1.64 -1.05 0.35
H -0.69 -1.70 -1.45 0.22
H 2.46 2.40 0.80 0.34
H 0.83 1.42 1.28 0.28
H 0.89 2.79 0.17 0.26

=====

Pick one): it beats the second-best structure by 321.7 kJ/mol.

=====

one) 12
Properties=species:S:1:pos:R:3:mulliken_charge:R:1 method="wB97M-V/def2-TZVPD" multiplicity=1 lumo_ha=0.0369 homo_lumo_gap_ev=10.65 homo_ev=-9.643 smiles=C#CCNC total_charge=0
C -2.75 -1.02 0.57 0.28
C -1.70 -0.61 0.18 -0.64
C -0.35 -0.31 -0.31 -0.56
N 0.35 0.71 0.42 -0.42
C 1.64 0.83 -0.21 -0.90
H -3.73 -1.33 0.80 0.44
H -0.31 0.08 -1.40 0.27
H 0.26 -1.27 -0.44 0.28
H 0.56 0.17 1.31 0.29
H 2.26 1.38 0.61 0.29
H 1.63 1.45 -1.07 0.34
H 2.15 -0.10 -0.48 0.33

=====

two) 12
Properties=species:S:1:pos:R:3:mulliken_charge:R:1 method="wB97M-V/def2-TZVPD" multiplicity=1 lumo_ha=0.0385 homo_lumo_gap_ev=9.79 homo_ev=-8.743 total_charge=0
C 0.39 -0.71 -0.38 0.55
C -0.13 -0.20 0.91 -0.14
C 1.35 -0.14 -1.35 -0.98
C -1.33 0.68 0.99 -0.96
N -0.35 -1.70 -0.29 -0.59
H 0.23 -0.66 1.82 0.35
H 1.67 -0.91 -2.05 0.32
H 2.20 0.29 -0.83 0.31
H 0.85 0.64 -1.91 0.26
H -1.36 1.38 0.16 0.30
H -1.28 1.22 1.94 0.31
H -2.26 0.12 0.99 0.26

=====

Pick two): it beats the second-best structure by 33.6 kJ/mol.

=====

one) 12
Properties=species:S:1:pos:R:3:mulliken_charge:R:1 method="wB97M-V/def2-TZVPD" multiplicity=1 lumo_ha=0.0411 homo_lumo_gap_ev=10.06 homo_ev=-8.945 total_charge=0
C 2.24 0.66 -1.06 -0.12
C -0.49 0.92 -0.63 -1.26
C -0.47 -0.41 -0.61 0.21
C -0.69 -1.21 0.61 -1.00
N 2.84 1.56 -0.64 -0.18
H -0.64 1.52 0.17 0.34
H -0.33 1.47 -1.42 0.45
H -0.22 -0.77 -1.55 0.41
H -1.35 -0.72 1.40 0.29
H 0.15 -1.34 1.16 0.30
H -1.14 -2.23 0.35 0.26
H 3.18 2.49 -0.34 0.31

=====

two) 12
Properties=species:S:1:pos:R:3:mulliken_charge:R:1 method="wB97M-V/def2-TZVPD" multiplicity=1 lumo_ha=0.0424 homo_lumo_gap_ev=9.76 homo_ev=-8.611 smiles="C=NC(=C)C" total_charge=0
C -1.80 -0.68 -0.34 -0.24
N -0.65 -1.16 -0.23 -0.50
C 0.36 -0.30 0.23 0.65
C 0.56 0.09 1.49 -0.78
C 1.10 0.43 -0.88 -1.29
H -2.63 -1.25 -0.76 0.25
H -2.10 0.36 -0.13 0.28
H 0.30 -0.51 2.35 0.31
H 1.02 1.06 1.63 0.25
H 2.14 0.53 -0.63 0.37
H 0.76 1.46 -0.90 0.32
H 0.94 -0.02 -1.85 0.37

=====

three) 12
Properties=species:S:1:pos:R:3:mulliken_charge:R:1 method="wB97M-V/def2-TZVPD" multiplicity=1 lumo_ha=0.0307 homo_lumo_gap_ev=11.93 homo_ev=-11.091 smiles=CCCC#N total_charge=0
C 0.14 0.39 1.41 -1.04
C -0.72 0.43 0.08 -0.50
C 0.09 -0.01 -1.18 -0.32
C 0.77 -1.29 -1.12 0.17
N 1.32 -2.33 -0.97 -0.45
H -0.46 1.04 2.05 0.33
H 1.18 0.69 1.29 0.32
H 0.23 -0.66 1.71 0.31
H -1.11 1.42 -0.14 0.35
H -1.67 -0.06 0.29 0.32
H 0.81 0.76 -1.48 0.29
H -0.59 -0.38 -1.94 0.24

=====

four) 12
Properties=species:S:1:pos:R:3:mulliken_charge:R:1 method="wB97M-V/def2-TZVPD" multiplicity=1 lumo_ha=0.0388 homo_lumo_gap_ev=9.98 homo_ev=-8.926 smiles="C=NC(=C)C" total_charge=0
C 1.08 1.42 -0.92 -0.26
N 0.14 0.59 -1.17 -0.44
C -0.48 -0.14 0.00 0.56
C -1.12 0.47 1.02 -0.82
C -0.10 -1.58 -0.05 -0.91
H 1.16 2.33 -1.61 0.25
H 1.75 1.29 0.04 0.27
H -1.25 1.53 1.12 0.31
H -1.35 -0.19 1.85 0.20
H 1.07 -1.70 -0.21 0.23
H -0.44 -2.06 0.91 0.31
H -0.45 -1.97 -0.99 0.30

=====

Pick three): it beats the second-best structure by 87.7 kJ/mol.

=====

one) 40
Properties=species:S:1:pos:R:3:mulliken_charge:R:1 method="wB97M-V/def2-TZVPD" multiplicity=1 lumo_ha=0.0901 homo_lumo_gap_ev=10.53 homo_ev=-8.073 total_charge=-1
P -0.64 -0.37 0.81 1.41
F -0.86 1.24 0.71 -0.40
F -0.85 -0.41 2.36 -0.35
F -2.24 -0.48 0.49 -0.32
F -0.57 -1.99 0.77 -0.36
F -0.36 -0.40 -0.81 -0.35
F 0.96 -0.15 0.97 -0.45
O -1.02 4.08 -1.12 -0.64
H -1.52 4.50 -0.42 0.30
H -0.32 3.59 -0.65 0.34
O -2.17 2.51 2.89 -0.68
H -2.66 1.99 3.53 0.31
H -1.83 1.86 2.26 0.38
O 3.15 2.00 2.14 -0.67
H 3.91 1.99 1.55 0.35
H 2.62 1.23 1.85 0.29
O -2.54 -3.40 2.53 -0.65
H -2.60 -2.47 2.29 0.34
H -1.95 -3.76 1.86 0.32
O 1.30 -2.74 -1.48 -0.63
H 0.52 -2.28 -1.12 0.25
H 1.51 -3.39 -0.81 0.29
O -4.34 0.28 -1.38 -0.67
H -4.39 1.23 -1.45 0.32
H -3.46 0.13 -1.00 0.35
O -2.36 -2.90 -1.92 -0.65
H -1.57 -3.43 -2.08 0.30
H -2.27 -2.59 -1.01 0.33
O 4.22 -1.57 0.34 -0.65
H 3.88 -2.47 0.28 0.28
H 3.61 -1.04 -0.20 0.42
O 0.97 -0.54 -3.58 -0.67
H 1.60 -1.24 -3.37 0.32
H 0.12 -0.88 -3.27 0.31
O 2.78 0.49 -1.19 -0.78
H 2.17 0.28 -0.46 0.27
H 2.21 0.28 -1.96 0.45
O 1.42 3.60 0.25 -0.61
H 1.99 4.33 0.51 0.26
H 1.59 2.91 0.90 0.37

=====

two) 40
Properties=species:S:1:pos:R:3:mulliken_charge:R:1 method="wB97M-V/def2-TZVPD" multiplicity=1 lumo_ha=0.0937 homo_lumo_gap_ev=10.33 homo_ev=-7.785 total_charge=-1
P -0.31 -0.21 0.18 1.36
F -0.48 1.27 0.86 -0.45
F -1.90 -0.27 -0.23 -0.44
F -0.03 0.31 -1.30 -0.14
F -0.18 -1.73 -0.42 -0.44
F 1.31 -0.20 0.53 -0.44
F -0.70 -0.86 1.60 -0.38
O 0.81 -4.23 0.87 -0.67
H 0.53 -3.57 0.23 0.33
H -0.01 -4.63 1.16 0.32
O 0.25 2.14 3.30 -0.69
H 0.13 1.58 2.53 0.37
H -0.56 2.05 3.80 0.30
O -1.89 -3.78 1.37 -0.61
H -2.55 -4.03 2.01 0.27
H -1.99 -2.83 1.27 0.30
O -3.65 1.49 2.03 -0.64
H -3.02 0.87 1.67 0.32
H -4.35 0.95 2.40 0.26
O 1.58 0.73 -3.50 -0.72
H 0.83 0.73 -2.91 0.43
H 2.31 0.43 -2.97 0.41
O -0.09 3.45 -2.44 -0.60
H 0.64 3.09 -1.94 0.33
H 0.18 3.36 -3.36 0.28
O 2.65 -1.78 2.25 -0.68
H 2.17 -0.97 2.09 0.37
H 2.26 -2.41 1.64 0.32
O -1.56 4.14 0.42 -0.61
H -2.01 4.51 -0.34 0.28
H -1.98 3.29 0.56 0.31
O 1.88 2.41 -0.30 -0.69
H 1.09 1.94 -0.04 0.35
H 2.60 1.86 -0.02 0.31
O -1.97 -2.17 -2.33 -0.67
H -1.45 -2.25 -3.13 0.30
H -1.32 -2.01 -1.64 0.40
O 3.39 -0.65 -2.20 -0.64
H 3.96 -1.37 -2.46 0.27
H 3.41 -0.66 -1.24 0.31

=====

Pick one): it beats the second-best structure by 67.4 kJ/mol.